# 1
52
Properties=species:S:1:pos:R:3:lowdin_charge:R:1 method="wB97M-V/def2-TZVPD" energy_ha=-1477.6878 e_homo_ev=-6.160
C -1.50305 -1.77702 3.36207 -0.53
C -1.95492 1.82127 1.26917 -0.27
H -2.37397 -2.42116 3.14016 -0.04
H -1.77178 -0.92267 4.01631 -0.06
H -0.77039 -2.38984 3.91254 -0.07
H -2.82651 2.01864 0.62512 -0.03
H -2.16495 2.19032 2.29695 -0.04
H -1.10516 2.40552 0.92004 -0.08
C -1.37674 -3.19996 0.71033 -0.15
C -1.49556 -4.39194 -0.01391 -0.04
C -1.61604 -4.30049 -1.39843 -0.05
C -1.62790 -3.03063 -1.96926 -0.01
H -1.13667 -3.27020 1.76939 0.07
H -1.49364 -5.34480 0.51455 0.11
H -1.68965 -5.18347 -2.02907 0.11
H -1.69427 -2.92909 -3.04916 0.10
N -1.53398 -1.96015 0.20122 0.08
C -1.55825 -1.86991 -1.16552 -0.18
C -1.44351 -0.53998 -1.81349 -0.19
N -1.39382 0.55738 -1.02802 0.11
C -1.37178 1.76056 -1.61455 -0.15
C -1.35782 0.84676 -3.82955 -0.06
C -1.35550 1.97032 -3.00039 -0.04
H -1.41046 2.63632 -0.97174 0.09
H -1.36346 2.99184 -3.36791 0.10
C -1.37028 -0.41123 -3.22694 -0.01
H -1.33576 -1.30809 -3.83730 0.09
H -1.35190 0.94071 -4.91106 0.11
Mg -1.61724 -0.12977 1.84015 0.53
I 0.91050 -0.75840 2.68671 1.27
C 0.72008 3.99189 1.24065 -0.10
N 1.11214 2.58421 1.32015 -0.30
C 1.91529 2.35845 2.49373 -0.17
C 1.68222 2.07412 0.09663 -0.17
C 2.09348 0.59790 -0.02676 -0.21
C 3.16938 0.34990 -0.90667 -0.04
C 3.58576 -0.95126 -1.21687 -0.08
C 2.79377 -2.02927 -0.80476 -0.08
C 1.67228 -1.78606 -0.01423 -0.18
C 1.47015 -0.52213 0.54834 -0.44
H 1.59755 4.64880 1.21682 0.08
H 0.13154 4.23520 2.13642 0.09
H 0.10508 4.17554 0.35080 0.08
H 2.08429 1.27270 2.61220 -0.08
H 2.88583 2.88343 2.42297 0.09
H 1.36168 2.72169 3.36525 0.09
H 0.96337 2.29165 -0.71288 0.11
H 2.58129 2.67462 -0.14327 0.12
H 3.69140 1.20741 -1.34029 0.11
H 4.49434 -1.11353 -1.79356 0.10
H 3.05083 -3.05489 -1.08595 0.11
H 0.99269 -2.61123 0.20286 0.08



# 2
8
Properties=species:S:1:pos:R:3:lowdin_charge:R:1 method="wB97M-V/def2-TZVPD" energy_ha=-242.1286 e_homo_ev=-8.468
N 1.05966 -0.10548 -0.47321 0.05
C 0.16821 -0.83658 0.21722 -0.19
C -1.00495 0.67914 -0.17213 -0.28
N 0.28065 1.11124 0.02692 0.00
N -1.14229 -0.63770 -0.16785 0.06
H 2.00895 -0.07390 -0.10838 0.12
H 0.43537 -1.53104 1.00940 0.13
H -1.80561 1.39434 -0.33196 0.11



# 3
17
Properties=species:S:1:pos:R:3:lowdin_charge:R:1 method="wB97M-V/def2-TZVPD" energy_ha=-736.6557 total_charge=+1 e_homo_ev=-13.268
C 0.52837 2.00990 0.75698 -0.10
C -0.42503 0.17844 0.08066 -0.26
C -0.07155 2.01858 -1.65280 0.05
N 0.67844 1.19998 1.78793 0.14
N -0.00336 1.42855 -0.31454 -0.04
N -1.09552 -0.73948 -0.61309 0.25
N 0.01437 0.07983 1.36223 0.11
S 0.40720 -3.70469 0.92321 0.43
H 1.00091 2.86886 0.61961 0.11
H 0.82436 1.71213 -2.16346 0.10
H -0.97843 1.57372 -2.07848 0.10
H -0.08756 3.14771 -1.47535 0.14
H -1.17592 -0.64621 -1.57518 0.10
H -1.11001 -1.61913 -0.20380 0.04
H -0.07109 -0.69423 1.96451 0.14
H 1.49849 -3.68957 1.69167 -0.22
H 0.06631 -5.12441 0.88991 -0.10



# 4
46
Properties=species:S:1:pos:R:3:lowdin_charge:R:1 method="wB97M-V/def2-TZVPD" energy_ha=-1085.6576 smiles="Cc1c(C#N)c2ncn(CCCN(C)C)c(=O)c2n1-c1ccccc1" e_homo_ev=-8.710
C -1.36869 -0.24154 -3.72339 0.01
C -0.99906 -0.68845 -2.35713 -0.18
C -0.56187 -1.94910 -1.96557 -0.12
C -0.39964 -3.05428 -2.80920 -0.19
N -0.27150 -3.94264 -3.52403 0.16
C -0.30764 -1.87991 -0.56969 -0.17
N 0.12032 -2.82932 0.30054 0.15
C 0.24559 -2.43708 1.51601 -0.15
N -0.01873 -1.19524 1.99957 0.02
C 0.22168 -0.91609 3.40432 -0.14
C 1.70961 -0.72269 3.70829 -0.14
C 2.29642 0.56457 3.10078 -0.20
N 3.45433 0.28646 2.26150 -0.28
C 4.30069 1.45281 2.11706 -0.11
C 3.07886 -0.23586 0.96542 -0.09
C -0.49363 -0.14796 1.18872 -0.36
O -0.76447 0.94436 1.65718 0.06
C -0.59606 -0.57012 -0.17494 -0.06
N -1.01711 0.13490 -1.27611 0.07
C -1.36542 1.50488 -1.27062 -0.20
C -2.62848 1.90521 -1.68523 -0.01
C -2.95952 3.24816 -1.66795 -0.07
C -2.03836 4.18657 -1.23487 -0.08
C -0.78036 3.78290 -0.81935 -0.06
C -0.43804 2.44396 -0.83936 -0.01
H -2.44134 -0.34835 -3.88999 0.09
H -1.10361 0.80387 -3.87286 0.09
H -0.85593 -0.85755 -4.45880 0.09
H 0.58769 -3.16228 2.24222 0.14
H -0.17665 -1.74389 3.99719 0.13
H -0.33052 -0.00387 3.64397 0.13
H 2.27845 -1.57626 3.33653 0.11
H 1.82372 -0.70404 4.79234 0.11
H 1.51810 1.10804 2.54236 0.11
H 2.62909 1.21949 3.90799 0.12
H 4.63813 1.77664 3.10038 0.08
H 5.17403 1.18471 1.52424 0.08
H 3.78892 2.29503 1.62480 0.09
H 2.53541 -1.17164 1.08041 0.07
H 2.44881 0.46621 0.39255 0.08
H 3.97928 -0.43938 0.38800 0.09
H -3.34942 1.16634 -2.00121 0.12
H -3.94309 3.55958 -1.98597 0.11
H -2.30246 5.23306 -1.21694 0.10
H -0.06239 4.51295 -0.47810 0.11
H 0.54081 2.12159 -0.51916 0.11



| no. | LUMO energy (eV) |
| --- | --- |
| 1 | -0.36 |
| 2 | -0.26 |
| 3 | -2.93 |
| 4 | 0.57 |